Entry 1:
{"formula": "C25H31F5N2O18P", "method": "wB97M-V/def2-TZVPD", "elements": ["C", "P", "O", "C", "C", "N", "C", "C", "C", "C", "O", "O", "C", "C", "C", "N", "H", "H", "H", "H", "H", "H", "H", "H", "H", "H", "H", "H", "H", "H", "H", "H", "C", "C", "O", "C", "O", "O", "F", "H", "H", "H", "C", "C", "O", "C", "O", "O", "F", "H", "H", "H", "C", "C", "O", "C", "O", "O", "F", "H", "H", "H", "C", "C", "O", "C", "O", "O", "F", "H", "H", "H", "C", "C", "O", "C", "O", "O", "F", "H", "H", "H"], "coordinates": [[0.6505, 5.7048, 0.2667], [0.7716, 5.1981, -1.4899], [-0.7130, 4.7351, -1.9803], [1.7955, 3.6543, -1.3508], [2.9004, 3.6833, -2.1808], [3.7987, 2.6820, -2.1827], [3.6804, 1.6219, -1.3790], [2.5874, 1.5163, -0.5422], [1.6353, 2.5293, -0.5171], [0.5125, 2.3397, 0.4749], [0.7789, 1.7577, 1.4777], [-0.7144, 2.8004, 0.2479], [-1.4377, 2.0600, -0.7818], [-2.9203, 2.1638, -0.5008], [-3.4478, 3.6016, -0.5044], [-3.9176, 3.9358, -1.8598], [1.6419, 5.5464, 0.6877], [-0.0466, 5.0892, 0.8343], [0.3438, 6.7411, 0.3362], [-1.2083, 5.5112, -2.2641], [3.0804, 4.5129, -2.8472], [4.5991, 2.7800, -2.7939], [4.4297, 0.8485, -1.3766], [2.5357, 0.6504, 0.0946], [-1.1374, 1.0208, -0.7161], [-1.2098, 2.4193, -1.7833], [-3.0995, 1.6717, 0.4531], [-3.4029, 1.6421, -1.3235], [-2.6503, 4.2877, -0.2447], [-4.2404, 3.6801, 0.2400], [-3.9385, 4.9424, -1.9549], [-4.8556, 3.5824, -1.9929], [1.9273, -2.3476, -1.0130], [1.2624, -3.4228, -1.8404], [-0.0862, -2.9715, -1.8939], [-0.0656, -1.6271, -1.7902], [-0.9860, -0.9222, -2.0584], [1.1410, -1.1866, -1.3536], [1.3058, -4.6252, -1.2307], [1.8389, -2.5422, 0.0562], [2.9729, -2.2007, -1.2597], [1.6467, -3.5228, -2.8571], [-2.8257, -0.7692, 3.2637], [-3.0990, -1.9338, 2.3428], [-4.3605, -2.3868, 2.7954], [-5.0150, -1.3057, 3.3211], [-6.1730, -1.2692, 3.5548], [-4.1469, -0.2846, 3.5318], [-2.1871, -2.9261, 2.4954], [-2.3573, -1.0807, 4.1960], [-2.2131, 0.0024, 2.8029], [-3.1663, -1.6738, 1.2840], [-2.1407, -3.3643, 8.0752], [-3.2244, -2.3390, 7.8341], [-2.4896, -1.2450, 7.3048], [-1.3928, -1.7580, 6.6836], [-0.7084, -1.1557, 5.9231], [-1.1984, -3.0463, 7.0424], [-3.8274, -1.9575, 8.9818], [-1.6708, -3.2316, 9.0502], [-2.4903, -4.3885, 7.9808], [-3.9861, -2.6438, 7.1143], [-1.7932, -1.3171, -6.3205], [-2.6694, -1.8384, -5.2065], [-2.3635, -3.2217, -5.1981], [-1.0855, -3.3535, -5.6519], [-0.4172, -4.3222, -5.5273], [-0.6733, -2.2060, -6.2521], [-3.9853, -1.6689, -5.4799], [-2.2794, -1.4077, -7.2926], [-1.4791, -0.2873, -6.1712], [-2.4474, -1.4157, -4.2244], [7.5486, -2.5583, 0.0382], [7.6741, -1.6813, -1.1858], [6.3064, -1.4969, -1.5600], [5.5706, -1.6005, -0.4285], [4.4275, -1.2548, -0.3394], [6.2806, -2.1340, 0.5706], [8.3291, -2.2920, -2.1900], [7.4964, -3.6150, -0.2235], [8.3448, -2.4060, 0.7604], [8.1294, -0.7070, -1.0012]], "total_charge": 1, "gap_ev": 6.946, "lumo_ev": -4.64, "e_above_lowest_kj_mol": 33.5, "homo_energy_ev": -11.586}

=====

Entry 2:
{"formula": "C5H11O2", "method": "wB97M-V/def2-TZVPD", "elements": ["C", "C", "C", "H", "H", "H", "H", "H", "H", "H", "H", "C", "C", "O", "O", "H", "H", "H"], "coordinates": [[-0.9798, 0.0927, 1.6198], [-0.4584, 0.9337, 2.7496], [-1.9180, 0.5882, 0.5824], [-1.4426, -0.8280, 2.1737], [-0.0306, -0.2397, 1.1361], [-0.0782, 1.7706, 2.2803], [-1.2221, 1.2142, 3.4912], [-1.6878, 0.1190, -0.4386], [-1.6540, 1.7167, 0.8006], [0.3045, 0.3419, 3.2791], [-3.0235, 0.8431, 0.8295], [0.2201, 0.1239, -2.3732], [1.0934, -0.5673, -1.2610], [2.1717, -0.0708, -1.0164], [0.4825, -1.5250, -0.6857], [-0.7574, 0.2780, -1.8646], [0.0589, -0.5558, -3.2186], [0.5562, 1.0794, -2.7580]], "total_charge": -1, "gap_ev": 7.959, "lumo_ev": 3.93, "e_above_lowest_kj_mol": 154.2, "homo_energy_ev": -4.031}

=====

Entry 3:
{"formula": "C2H6O2PS", "method": "wB97M-V/def2-TZVPD", "elements": ["C", "C", "O", "O", "P", "S", "H", "H", "H", "H", "H", "H"], "coordinates": [[1.5623, 0.8905, -0.1083], [-0.4123, -1.0399, 0.0811], [-2.9103, -0.9542, -0.8088], [-2.4120, 0.9957, 0.6560], [1.0553, -0.4796, 0.9865], [-1.9944, 0.1424, -0.5509], [1.3219, 1.9297, 0.1553], [1.1869, 0.6496, -1.0834], [2.6044, 0.9386, -0.1769], [-0.8471, -2.0116, 0.4541], [0.2722, -1.5514, -1.2822], [0.5731, 0.4902, 1.6776]], "total_charge": -1, "gap_ev": 7.256, "lumo_ev": 3.97, "e_above_lowest_kj_mol": 562.9, "homo_energy_ev": -3.290}